A single C3H4BrNS molecule, computed with ωB97M-V with the def2-TZVPD basis set.

Values from the calculation:
HOMO ... -0.3136 hartree
Total charge ... 0
Structure (SMILES) ... BrC1=CCNS1
Electronic energy ... -3143.54255 a.u.
HOMO-LUMO gap ... 7.56 eV
2S+1 ... 1
Energy above the lowest of the compared OMol25 structures with the same formula, charge and spin ... 2.978 eV

Each line ends with the natural charge from an NBO analysis.
CARTESIAN COORDINATES (ANGSTROEM)
Br (3.554, -0.446, 0.204)  -0.18
S (0.841, 1.772, 0.064)  0.49
N (-0.800, 1.154, -0.369)  -0.74
C (1.179, 0.079, 0.056)  -0.02
C (0.356, -0.922, -0.120)  -0.34
C (-0.997, -0.239, -0.006)  -0.22
H (0.577, -1.896, -0.337)  0.25
H (-1.631, 1.601, 0.103)  0.39
H (-1.453, -0.362, 1.053)  0.17
H (-1.629, -0.740, -0.648)  0.21

=====

A single C3H4BrNS molecule, computed with ωB97M-V with the def2-TZVPD basis set.

Values from the calculation:
HOMO (alpha / beta) ... -0.3093 / -0.3094 hartree
Total charge ... 0
Electronic energy ... -3143.52699 a.u.
HOMO-LUMO gap (alpha / beta) ... 7.64 / 7.64 eV
2S+1 ... 1
Energy above the lowest of the compared OMol25 structures with the same formula, charge and spin ... 3.401 eV

Each line ends with the natural charge from an NBO analysis.
CARTESIAN COORDINATES (ANGSTROEM)
Br (-0.570, -1.661, -1.808)  0.08
S (-0.932, 1.225, -0.722)  0.30
N (1.713, -0.133, 0.117)  -0.30
C (0.836, -0.130, 0.982)  -0.03
C (-0.603, 0.269, 0.901)  -0.57
C (0.057, 0.138, -1.606)  -0.47
H (-1.356, -0.506, 0.977)  0.25
H (-1.086, 0.852, 1.661)  0.25
H (1.231, -0.595, 1.989)  0.23
H (0.709, 0.540, -2.491)  0.26

=====

A single C3H4BrNSSi molecule, computed with ωB97M-V with the def2-TZVPD basis set.

Values from the calculation:
HOMO ... -0.3289 hartree
Total charge ... 0
Structure (SMILES) ... [SiH3]c1ncc(Br)s1
Electronic energy ... -3433.11021 a.u.
HOMO-LUMO gap ... 9.41 eV
2S+1 ... 1
Energy above the lowest of the compared OMol25 structures with the same formula, charge and spin ... 0.045 eV

Each line ends with the natural charge from an NBO analysis.
CARTESIAN COORDINATES (ANGSTROEM)
Br (3.873, 0.003, -0.186)  0.11
S (0.986, 1.079, -0.661)  0.40
Si (-2.250, 0.702, -0.179)  0.87
N (0.014, -0.972, 0.626)  -0.43
C (1.369, -1.179, 0.492)  -0.10
C (-0.423, 0.109, 0.015)  -0.29
C (1.997, -0.153, -0.139)  -0.37
H (-2.610, 0.675, -1.576)  -0.16
H (-3.011, -0.246, 0.492)  -0.13
H (-1.766, 2.065, 0.135)  -0.13
H (1.819, -2.083, 0.981)  0.23

=====

2 unconnected molecules or ions with the total composition C3H4BrO3, computed with ωB97M-V with the def2-TZVPD basis set.

Values from the calculation:
HOMO ... -0.1237 hartree
Total charge ... -1
Electronic energy ... -2916.44785 a.u.
HOMO-LUMO gap ... 7.03 eV
2S+1 ... 1
Energy above the lowest of the compared OMol25 structures with the same formula, charge and spin ... 2.907 eV

Each line ends with the natural charge from an NBO analysis.
CARTESIAN COORDINATES (ANGSTROEM)
Br (-1.930, 1.767, -0.140)  -0.28
O (0.273, -2.340, 0.331)  -0.67
O (0.618, 0.918, 0.636)  -0.58
O (-1.957, -2.058, -0.267)  -0.63
C (-0.842, -1.892, 0.131)  0.97
C (-0.697, 0.349, 0.771)  -0.20
C (1.159, 0.794, -0.581)  -0.24
H (1.119, -0.244, -0.881)  0.18
H (-0.965, 0.319, 1.814)  0.14
H (2.300, 0.881, -0.449)  0.15
H (0.923, 1.505, -1.364)  0.16

=====

A molecular structure, C3H4CdO4, computed with ωB97M-V with the def2-TZVPD basis set.

Values from the calculation:
HOMO (alpha / beta) ... -0.4768 / -0.5511 hartree
Total charge ... +1
Electronic energy ... -584.98747 a.u.
HOMO-LUMO gap (alpha / beta) ... 8.39 / 8.59 eV
2S+1 ... 2
Energy above the lowest of the compared OMol25 structures with the same formula, charge and spin ... 1.844 eV

Each line ends with the Löwdin spin population.
CARTESIAN COORDINATES (ANGSTROEM)
Cd (-4.199, -0.700, 2.442)  0.74
O (-1.876, 0.888, 0.368)  0.01
O (-2.666, -0.989, 1.242)  0.20
O (-0.282, -0.724, 0.776)  0.01
O (-1.916, -0.515, -1.562)  0.01
C (-0.901, 1.274, -0.603)  0.00
C (-1.289, 0.559, -1.812)  0.00
C (-1.847, -0.424, 0.527)  0.02
H (-0.874, 2.364, -0.670)  0.00
H (-0.665, 0.650, -2.715)  0.00
H (-0.143, -1.070, 1.665)  0.00
H (0.145, 0.533, -0.039)  0.00

=====

A molecular structure, C3H4CeO3, computed with ωB97M-V with the def2-TZVPD basis set.

Values from the calculation:
HOMO (alpha / beta) ... -0.4762 / -0.4755 hartree
Total charge ... +1
Electronic energy ... -817.17433 a.u.
HOMO-LUMO gap (alpha / beta) ... 8.07 / 8.08 eV
2S+1 ... 2
Energy above the lowest of the compared OMol25 structures with the same formula, charge and spin ... 2.590 eV

Each line ends with the Löwdin spin population.
CARTESIAN COORDINATES (ANGSTROEM)
Ce (0.607, -1.844, 0.899)  1.03
O (0.232, 0.490, -0.081)  0.00
O (-1.422, -1.315, 0.961)  -0.01
O (2.243, 0.800, -0.543)  0.00
C (1.074, 1.378, -0.588)  0.00
C (-1.161, 0.734, -0.140)  0.00
C (-1.915, -0.209, 0.456)  0.00
H (-1.464, 1.680, -0.575)  0.00
H (1.896, -3.060, 0.017)  -0.02
H (2.895, 1.349, -0.995)  0.00
H (-2.986, -0.003, 0.589)  0.00

=====

Copy entry 3 word for word.
A single C3H4BrNSSi molecule, computed with ωB97M-V with the def2-TZVPD basis set.

Values from the calculation:
HOMO ... -0.3289 hartree
Total charge ... 0
Structure (SMILES) ... [SiH3]c1ncc(Br)s1
Electronic energy ... -3433.11021 a.u.
HOMO-LUMO gap ... 9.41 eV
2S+1 ... 1
Energy above the lowest of the compared OMol25 structures with the same formula, charge and spin ... 0.045 eV

Each line ends with the natural charge from an NBO analysis.
CARTESIAN COORDINATES (ANGSTROEM)
Br (3.873, 0.003, -0.186)  0.11
S (0.986, 1.079, -0.661)  0.40
Si (-2.250, 0.702, -0.179)  0.87
N (0.014, -0.972, 0.626)  -0.43
C (1.369, -1.179, 0.492)  -0.10
C (-0.423, 0.109, 0.015)  -0.29
C (1.997, -0.153, -0.139)  -0.37
H (-2.610, 0.675, -1.576)  -0.16
H (-3.011, -0.246, 0.492)  -0.13
H (-1.766, 2.065, 0.135)  -0.13
H (1.819, -2.083, 0.981)  0.23

=====

Question: What is the electronic energy in the third record?
Answer: -3433.11021 a.u.

=====

Question: electronic energy of number 3 (C3H4BrNSSi)?
Answer: -3433.11021 a.u.